(1)
{"formula": "C32H70N2O9", "method": "wB97M-V/def2-TZVPD", "charge": 0, "gap_ev": 9.301, "homo_ha": -0.3227, "smiles": "CC(=O)N(C)CCCC[C@@H]1C[C@H](OCCNC[C@@H](C)O)C(=O)O1.CCOCC.CCOCC.CCOCC.CCOCC", "energy_ha": -2047.81655, "spin_multiplicity": 1, "species": ["C", "C", "O", "N", "C", "C", "C", "C", "C", "C", "C", "C", "O", "C", "C", "N", "C", "C", "C", "O", "C", "O", "O", "H", "H", "H", "H", "H", "H", "H", "H", "H", "H", "H", "H", "H", "H", "H", "H", "H", "H", "H", "H", "H", "H", "H", "H", "H", "H", "H", "H", "H", "H", "C", "C", "O", "C", "C", "H", "H", "H", "H", "H", "H", "H", "H", "H", "H", "C", "C", "O", "C", "C", "H", "H", "H", "H", "H", "H", "H", "H", "H", "H", "C", "C", "O", "C", "C", "H", "H", "H", "H", "H", "H", "H", "H", "H", "H", "C", "C", "O", "C", "C", "H", "H", "H", "H", "H", "H", "H", "H", "H", "H"], "xyz": [[-2.031, -4.493, 0.742], [-0.604, -4.176, 0.346], [0.007, -5.007, -0.232], [-0.046, -2.923, 0.649], [-0.412, -2.626, 2.073], [1.418, -2.982, 0.576], [1.996, -2.857, -0.847], [1.136, -2.021, -1.818], [1.967, -0.857, -2.400], [1.887, 0.239, -1.355], [0.734, 1.232, -1.440], [1.117, 1.990, -0.162], [0.321, 3.081, 0.134], [-0.584, 2.849, 1.211], [-1.409, 1.569, 1.155], [-2.333, 1.497, 0.034], [-2.730, 0.140, -0.287], [-2.941, -0.108, -1.765], [-3.771, -1.394, -2.022], [-3.559, 1.032, -2.363], [2.590, 2.253, -0.540], [3.266, 3.170, -0.372], [2.993, 1.125, -1.200], [-2.578, -3.643, 1.140], [-2.054, -5.302, 1.464], [-2.565, -4.841, -0.136], [-0.346, -3.534, 2.678], [-1.438, -2.280, 2.158], [0.233, -1.864, 2.497], [1.854, -2.197, 1.189], [1.802, -3.918, 0.995], [2.966, -2.370, -0.742], [2.189, -3.815, -1.317], [0.268, -1.569, -1.336], [0.744, -2.626, -2.631], [1.495, -0.550, -3.336], [2.996, -1.153, -2.586], [1.677, -0.303, -0.419], [-0.268, 0.843, -1.516], [1.036, 1.869, -2.273], [1.243, 1.296, 0.680], [-1.260, 3.684, 1.366], [0.020, 2.777, 2.125], [-2.035, 1.580, 2.066], [-0.800, 0.660, 1.254], [-1.996, 2.000, -0.776], [-1.990, -0.609, 0.041], [-3.662, -0.118, 0.230], [-1.999, -0.269, -2.304], [-4.309, -1.711, -1.134], [-3.092, -2.164, -2.382], [-4.452, -1.176, -2.842], [-3.730, 0.806, -3.285], [-4.176, 2.862, 4.257], [-3.443, 1.618, 4.728], [-2.139, 1.875, 5.218], [-2.047, 2.744, 6.333], [-2.793, 2.251, 7.562], [-3.603, 3.371, 3.479], [-5.154, 2.595, 3.854], [-4.334, 3.575, 5.068], [-3.320, 0.940, 3.881], [-4.032, 1.076, 5.476], [-2.376, 3.752, 6.057], [-0.985, 2.819, 6.566], [-3.866, 2.166, 7.383], [-2.647, 2.942, 8.393], [-2.429, 1.266, 7.858], [5.086, 3.457, -3.198], [6.393, 3.132, -2.498], [7.547, 3.567, -3.199], [7.644, 4.959, -3.436], [7.660, 5.800, -2.170], [5.069, 3.019, -4.199], [4.249, 3.061, -2.627], [4.936, 4.532, -3.307], [6.489, 2.049, -2.408], [6.394, 3.529, -1.478], [6.845, 5.287, -4.110], [8.582, 5.106, -3.975], [6.738, 5.694, -1.597], [7.779, 6.855, -2.420], [8.486, 5.499, -1.524], [-5.831, -2.829, -6.406], [-5.132, -3.608, -5.304], [-5.682, -3.399, -4.016], [-7.043, -3.755, -3.847], [-7.334, -5.221, -4.119], [-5.811, -1.760, -6.189], [-5.335, -3.002, -7.362], [-6.875, -3.123, -6.515], [-4.092, -3.282, -5.241], [-5.108, -4.678, -5.539], [-7.683, -3.111, -4.461], [-7.284, -3.529, -2.808], [-7.116, -5.498, -5.151], [-8.386, -5.437, -3.931], [-6.726, -5.856, -3.472], [4.253, 0.537, 1.602], [3.511, 0.762, 2.908], [3.040, -0.435, 3.510], [4.026, -1.392, 3.856], [5.059, -0.882, 4.846], [3.616, 0.009, 0.892], [4.551, 1.490, 1.166], [5.155, -0.062, 1.741], [2.624, 1.368, 2.717], [4.126, 1.329, 3.614], [4.511, -1.781, 2.953], [3.486, -2.229, 4.301], [5.634, -0.047, 4.444], [5.760, -1.678, 5.101], [4.572, -0.539, 5.760]], "atomic_forces_ev_per_a": [[-0.4, 0.7, 0.0], [-1.5, 1.2, 0.4], [1.6, -1.8, -1.5], [0.0, -0.5, 2.1], [-0.4, 0.1, -0.2], [0.8, -0.3, -0.8], [-0.5, 0.4, -0.1], [0.7, 0.3, -0.4], [-0.5, 0.2, -0.1], [-1.3, -0.6, 0.3], [1.1, -0.2, 0.3], [0.2, 0.2, -0.7], [-0.3, 0.6, 0.0], [0.4, -0.8, 0.9], [-0.8, 0.2, 0.2], [0.5, 0.0, -0.1], [-0.2, 0.0, -0.1], [-0.4, -0.6, -0.8], [0.8, 0.8, -0.2], [-0.1, 0.1, 0.2], [-2.9, -2.7, -0.4], [2.4, 3.0, 0.7], [0.8, -0.2, -0.2], [0.0, 0.0, 0.1], [0.2, -0.1, 0.2], [0.1, -0.1, -0.2], [0.2, 0.1, 0.2], [0.0, 0.2, -0.1], [0.1, 0.0, -0.1], [-0.3, 0.3, 0.0], [-0.2, -0.1, 0.1], [0.1, 0.0, 0.0], [-0.1, -0.3, 0.2], [-0.1, -0.2, 0.1], [0.0, -0.2, 0.0], [0.3, 0.3, -0.1], [0.1, 0.0, -0.1], [0.7, 0.1, 0.2], [-0.2, -0.2, 0.1], [-0.8, 0.2, -0.3], [-0.5, -0.1, 0.2], [0.2, 0.4, -0.6], [-0.1, 0.0, 0.1], [0.4, 0.0, 0.0], [0.3, 0.0, -0.2], [0.0, -0.1, 0.0], [0.1, 0.1, 0.0], [0.0, 0.1, 0.1], [0.3, 0.2, 0.3], [-0.2, -0.2, -0.1], [-0.2, -0.3, 0.2], [-0.3, -0.2, 0.1], [0.0, 0.1, 0.2], [0.1, 0.1, 0.1], [-0.2, 0.1, 0.0], [0.2, -0.1, -0.1], [-0.1, 0.1, 0.1], [-0.1, -0.1, 0.0], [0.0, 0.0, 0.0], [0.0, 0.0, 0.0], [-0.1, 0.0, 0.0], [0.1, 0.0, 0.1], [0.0, 0.1, 0.0], [-0.1, 0.0, 0.0], [0.0, -0.1, -0.1], [0.0, 0.1, 0.0], [0.0, 0.0, 0.0], [0.0, 0.0, 0.0], [0.0, 0.1, -0.2], [-0.1, 0.0, 0.1], [0.2, -0.1, -0.1], [-0.1, 0.1, 0.0], [0.0, -0.1, 0.1], [0.0, 0.0, 0.0], [0.0, 0.0, 0.0], [0.0, 0.0, 0.1], [0.1, 0.0, -0.1], [-0.1, 0.0, 0.0], [0.0, 0.0, 0.1], [0.0, -0.1, 0.0], [0.0, 0.1, 0.0], [0.0, 0.0, 0.0], [0.0, 0.0, 0.0], [-0.1, 0.0, 0.1], [0.0, 0.0, -0.1], [0.1, 0.1, 0.2], [-0.1, -0.1, -0.1], [0.1, 0.0, -0.1], [0.0, 0.0, 0.0], [0.0, 0.0, 0.0], [0.0, -0.1, -0.1], [0.0, 0.0, 0.1], [0.0, 0.0, 0.0], [0.0, 0.0, 0.0], [0.1, 0.1, 0.0], [-0.1, 0.0, 0.0], [0.0, 0.0, 0.0], [0.0, 0.0, 0.0], [0.1, -0.2, 0.2], [0.2, 0.0, -0.1], [-0.3, 0.0, 0.0], [0.1, 0.0, 0.0], [0.0, 0.1, 0.0], [0.0, 0.0, 0.0], [0.0, 0.0, 0.0], [0.0, 0.1, 0.0], [-0.1, -0.1, 0.1], [0.0, 0.0, 0.0], [0.1, 0.0, 0.0], [-0.1, 0.1, 0.0], [0.1, -0.1, 0.0], [0.0, 0.0, 0.0], [0.0, 0.0, 0.0]], "lowdin_charge": [0.005, -0.533, 0.111, -0.084, -0.052, -0.185, -0.156, -0.184, -0.116, -0.329, -0.011, -0.257, -0.047, -0.158, -0.207, -0.035, -0.201, -0.425, -0.025, -0.039, -0.468, 0.193, 0.041, 0.063, 0.090, 0.086, 0.100, 0.069, 0.082, 0.099, 0.128, 0.105, 0.107, 0.089, 0.112, 0.117, 0.120, 0.129, 0.103, 0.150, 0.149, 0.127, 0.127, 0.109, 0.104, 0.103, 0.109, 0.121, 0.120, 0.075, 0.076, 0.069, 0.089, -0.073, -0.288, -0.165, -0.281, -0.080, 0.075, 0.080, 0.067, 0.103, 0.107, 0.107, 0.118, 0.065, 0.077, 0.081, -0.070, -0.272, -0.162, -0.287, -0.081, 0.083, 0.046, 0.071, 0.119, 0.107, 0.105, 0.116, 0.066, 0.075, 0.080, -0.078, -0.281, -0.178, -0.278, -0.079, 0.080, 0.078, 0.066, 0.116, 0.107, 0.107, 0.118, 0.065, 0.077, 0.082, -0.056, -0.259, -0.169, -0.286, -0.078, 0.064, 0.079, 0.078, 0.110, 0.112, 0.106, 0.117, 0.067, 0.078, 0.082]}



(2)
{"formula": "C9H13NO", "method": "wB97M-V/def2-TZVPD", "e_above_lowest_kcal_mol": 40.2, "charge": 0, "gap_ev": 10.078, "homo_ha": -0.3419, "smiles": "CNC(C)=O.c1ccccc1", "energy_ha": -480.69326, "spin_multiplicity": 1, "species": ["C", "N", "C", "C", "O", "H", "H", "H", "H", "H", "H", "H", "C", "C", "C", "C", "C", "C", "H", "H", "H", "H", "H", "H"], "xyz": [[0.297, 1.106, 2.045], [1.045, 0.818, 0.708], [2.391, 0.928, 0.612], [2.901, 0.285, -0.712], [3.135, 1.382, 1.527], [0.966, 1.624, 2.808], [-0.380, 1.894, 1.879], [-0.250, 0.192, 2.379], [0.492, 0.658, -0.138], [1.922, 0.142, -1.171], [3.323, -0.771, -0.586], [3.493, 0.978, -1.164], [-2.261, -1.093, 0.508], [-1.429, -1.993, -0.030], [-0.957, -1.797, -1.346], [-1.344, -0.627, -2.102], [-2.206, 0.348, -1.549], [-2.602, 0.094, -0.190], [-2.606, -1.280, 1.503], [-0.925, -2.743, 0.630], [-0.360, -2.547, -1.835], [-1.102, -0.481, -3.165], [-2.592, 1.159, -2.165], [-3.125, 0.886, 0.436]], "atomic_forces_ev_per_a": [[1.9, -0.2, -0.9], [-1.3, 0.7, 2.4], [2.3, -0.3, 1.9], [-2.7, -2.2, 2.6], [-2.0, -1.1, -2.4], [-0.3, -1.6, -1.1], [-1.3, 0.7, -0.6], [0.8, 0.8, -0.1], [0.2, -0.1, 0.8], [0.6, -0.1, -1.2], [-0.2, 1.8, 0.1], [1.9, 1.5, -1.7], [-1.0, 2.5, -0.1], [2.8, -1.4, -1.4], [-0.8, 1.7, -0.7], [-0.7, -0.9, 0.5], [0.3, -1.9, 2.0], [-0.5, 1.0, 0.2], [-0.2, 0.4, 0.5], [-0.9, 0.2, -0.9], [0.3, 0.0, 0.0], [0.3, -0.5, 0.6], [0.3, 0.0, 0.5], [0.3, -1.1, -1.2]], "lowdin_charge": [-0.024, 0.017, -0.516, 0.013, -0.016, 0.099, 0.039, 0.076, 0.100, 0.047, 0.116, 0.036, -0.143, -0.125, -0.075, -0.097, -0.085, -0.083, 0.097, 0.124, 0.089, 0.099, 0.098, 0.116]}



(3)
{"formula": "C9H19N2Si", "method": "wB97M-V/def2-TZVPD", "e_above_lowest_kcal_mol": 42.9, "charge": 1, "gap_ev": 10.112, "homo_ha": -0.4739, "smiles": "C[SiH](C)c1[nH]cc(C(C)(C)C)[nH+]1", "energy_ha": -753.06378, "spin_multiplicity": 1, "species": ["C", "Si", "C", "C", "N", "C", "C", "C", "C", "C", "C", "N", "H", "H", "H", "H", "H", "H", "H", "H", "H", "H", "H", "H", "H", "H", "H", "H", "H", "H", "H"], "xyz": [[3.412, 0.499, 2.169], [3.299, 0.487, 0.257], [2.711, 2.119, -0.496], [1.619, -0.563, -0.495], [1.148, -1.253, -1.597], [-0.187, -1.125, -1.789], [-0.661, -0.669, -0.553], [-2.063, -0.704, -0.042], [-2.905, 0.198, -1.032], [-2.226, -0.037, 1.446], [-2.651, -2.125, -0.068], [0.441, -0.247, 0.151], [2.532, 0.993, 2.601], [3.563, -0.416, 2.677], [4.304, 1.076, 2.504], [4.451, -0.216, -0.360], [1.875, 2.541, 0.180], [3.536, 2.879, -0.595], [2.458, 1.704, -1.460], [1.741, -1.583, -2.335], [-0.587, -1.675, -2.562], [-3.839, 0.497, -0.631], [-2.369, 1.108, -1.085], [-3.039, -0.432, -2.000], [-1.356, 0.332, 1.826], [-2.779, 0.880, 1.323], [-2.778, -0.779, 2.018], [-3.712, -2.236, 0.136], [-2.338, -2.659, -0.970], [-2.204, -2.526, 0.759], [0.501, -0.042, 1.195]], "atomic_forces_ev_per_a": [[0.0, 1.1, -0.8], [-0.7, -0.6, 0.2], [0.9, 0.3, 1.8], [-1.1, -0.5, 0.5], [2.7, 2.4, 0.4], [0.2, 0.0, 4.1], [-0.3, -0.4, -1.1], [-2.1, 2.2, 0.5], [1.0, -2.5, -0.7], [-2.0, -1.6, -3.4], [0.3, 1.0, -1.0], [1.4, -0.6, 1.2], [0.2, 0.0, 0.0], [-0.1, -1.3, 0.2], [-0.6, 0.0, -0.6], [-0.2, 0.3, 0.0], [1.1, -0.7, -1.6], [-0.9, -0.7, 0.1], [-0.7, 0.8, -0.5], [0.4, 0.0, -0.1], [-1.3, -0.7, -1.4], [-1.2, -0.4, 0.4], [0.6, 1.0, -1.0], [0.2, 1.7, 1.3], [2.6, 0.2, 1.6], [-0.7, 0.1, 0.0], [0.3, 0.4, 0.5], [-0.2, 0.6, -0.4], [-0.3, 0.0, 0.2], [1.3, -2.0, 2.0], [-0.6, -0.1, -2.2]], "lowdin_charge": [-0.210, 0.726, -0.219, -0.182, 0.077, 0.017, -0.176, -0.464, -0.033, 0.025, -0.033, 0.108, 0.028, 0.009, 0.054, -0.016, 0.074, 0.054, 0.007, 0.164, 0.119, 0.067, 0.068, 0.126, 0.016, 0.077, 0.092, 0.103, 0.090, 0.049, 0.182]}



(4)
{"formula": "C29H44N2O7S2Ti", "method": "wB97M-V/def2-TZVPD", "charge": 2, "gap_ev": [8.469, 7.835], "homo_ha": [-0.4862, -0.5039], "energy_ha": -3412.94755, "spin_multiplicity": 3, "species": ["Ti", "C", "C", "O", "C", "C", "O", "C", "C", "O", "C", "C", "O", "C", "C", "O", "H", "H", "H", "H", "H", "H", "H", "H", "H", "H", "H", "H", "H", "H", "H", "H", "H", "H", "H", "H", "C", "C", "C", "N", "C", "S", "N", "C", "O", "C", "C", "C", "C", "C", "C", "H", "H", "H", "H", "H", "H", "H", "H", "H", "H", "H", "H", "H", "H", "C", "C", "C", "C", "C", "C", "C", "S", "C", "O", "H", "H", "H", "H", "H", "H", "H", "H", "H", "H"], "xyz": [[-0.669, -0.432, 0.688], [-2.504, 2.807, 0.463], [-1.026, 2.733, 0.824], [-0.708, 1.593, 1.631], [-1.142, 1.631, 2.992], [-2.433, 0.856, 3.121], [-2.267, -0.317, 2.322], [-3.421, -1.159, 2.355], [-3.269, -2.201, 1.260], [-1.872, -2.359, 1.018], [-1.585, -3.499, 0.200], [-0.131, -3.383, -0.217], [0.220, -2.016, -0.442], [-0.645, -1.233, -1.274], [-2.401, 0.741, -0.688], [-3.049, 1.507, 0.219], [-2.615, 3.433, -0.427], [-3.110, 3.227, 1.263], [-0.729, 3.644, 1.348], [-0.418, 2.633, -0.074], [-1.264, 2.662, 3.328], [-0.349, 1.161, 3.574], [-3.295, 1.417, 2.750], [-2.612, 0.573, 4.163], [-4.318, -0.559, 2.182], [-3.486, -1.618, 3.346], [-3.763, -1.893, 0.334], [-3.699, -3.151, 1.583], [-2.265, -3.508, -0.655], [-1.741, -4.413, 0.779], [0.051, -3.962, -1.124], [0.533, -3.729, 0.576], [-1.480, -1.807, -1.671], [-0.076, -0.769, -2.077], [-3.038, -0.059, -1.046], [-1.803, 1.277, -1.425], [2.379, 6.140, -2.946], [1.876, 5.201, -1.857], [2.799, 3.997, -1.721], [2.335, 2.989, -0.758], [1.886, 1.773, -1.025], [1.788, 0.601, 0.199], [1.580, 1.486, -2.332], [0.638, 2.324, -3.057], [-0.319, 2.770, -2.466], [0.932, 2.547, -4.475], [0.033, 3.313, -5.226], [0.293, 3.573, -6.557], [1.444, 3.063, -7.150], [2.339, 2.295, -6.409], [2.089, 2.039, -5.075], [1.740, 7.016, -3.028], [2.387, 5.639, -3.916], [3.392, 6.485, -2.738], [0.863, 4.870, -2.084], [1.831, 5.724, -0.898], [3.784, 4.328, -1.386], [2.941, 3.500, -2.682], [2.541, 3.146, 0.219], [1.452, 0.494, -2.489], [-0.856, 3.698, -4.745], [-0.396, 4.170, -7.137], [1.649, 3.265, -8.192], [3.232, 1.906, -6.877], [2.791, 1.459, -4.491], [0.814, -7.776, 2.993], [0.678, -6.289, 3.149], [1.704, -5.428, 2.754], [1.590, -4.058, 2.906], [0.425, -3.535, 3.456], [-0.615, -4.368, 3.848], [-0.481, -5.739, 3.696], [0.207, -1.793, 3.663], [1.633, -1.418, 4.662], [0.549, -1.140, 2.324], [1.822, -8.055, 2.697], [0.122, -8.149, 2.236], [0.577, -8.286, 3.926], [2.611, -5.843, 2.334], [2.391, -3.404, 2.586], [-1.513, -3.949, 4.285], [-1.282, -6.393, 4.016], [2.533, -1.690, 4.117], [1.556, -1.973, 5.595], [1.618, -0.347, 4.857]], "atomic_forces_ev_per_a": [[0.5, -0.4, 0.1], [0.1, 0.0, 0.0], [0.1, 0.0, -0.1], [-0.1, 0.0, 0.0], [0.0, 0.0, 0.1], [-0.1, 0.0, 0.0], [-0.1, 0.1, -0.1], [0.0, -0.1, 0.1], [0.0, 0.0, 0.0], [-0.1, 0.0, 0.0], [0.0, 0.0, 0.0], [0.0, 0.0, 0.0], [0.0, 0.0, 0.1], [0.0, 0.1, 0.0], [-0.3, 0.4, -0.2], [0.0, -0.1, -0.1], [0.0, 0.0, 0.0], [0.0, 0.0, 0.0], [0.0, 0.0, 0.0], [0.0, 0.0, 0.1], [0.0, 0.0, 0.0], [0.0, 0.0, 0.0], [0.0, 0.0, 0.0], [0.0, 0.0, 0.0], [0.0, 0.0, 0.0], [0.0, 0.0, 0.0], [0.0, 0.0, 0.0], [0.0, 0.0, 0.0], [0.0, 0.0, 0.0], [0.0, 0.0, 0.0], [0.0, 0.0, 0.0], [-0.1, 0.1, -0.1], [0.0, 0.0, 0.0], [0.0, -0.1, 0.0], [0.1, 0.0, 0.1], [0.0, -0.1, 0.1], [0.0, 0.0, 0.0], [0.0, 0.0, 0.1], [0.0, 0.0, 0.0], [0.1, 0.0, 0.0], [-0.1, 0.0, -0.1], [-0.1, -0.1, 0.1], [-0.2, 0.0, 0.1], [0.0, -0.1, 0.0], [0.2, 0.1, 0.0], [-0.1, 0.0, -0.2], [0.0, -0.1, 0.2], [0.1, 0.0, -0.1], [0.0, -0.1, 0.2], [-0.1, 0.1, -0.2], [-0.1, 0.0, 0.1], [0.0, 0.0, 0.0], [0.0, 0.0, 0.0], [0.0, 0.0, 0.0], [0.0, 0.0, 0.0], [0.0, 0.0, 0.0], [0.0, 0.0, 0.0], [0.0, 0.0, 0.0], [0.0, 0.0, -0.1], [0.1, 0.1, -0.1], [0.0, 0.0, 0.0], [0.0, 0.0, 0.0], [0.0, 0.0, 0.0], [0.0, 0.0, 0.0], [0.0, 0.0, 0.0], [0.0, 0.0, 0.0], [0.0, 0.0, 0.0], [0.0, 0.0, 0.0], [0.0, 0.0, 0.0], [0.0, 0.0, 0.0], [0.0, 0.0, 0.0], [0.0, 0.0, 0.0], [-0.1, -0.1, -0.1], [0.0, 0.1, 0.0], [-0.1, 0.2, -0.1], [0.0, 0.0, 0.0], [0.0, 0.0, 0.0], [0.0, 0.0, 0.0], [0.0, 0.0, 0.0], [0.0, 0.0, 0.0], [0.0, 0.0, 0.0], [0.0, 0.0, 0.0], [0.0, 0.0, 0.0], [0.0, 0.0, 0.0], [0.0, 0.0, 0.0]], "lowdin_charge": [0.889, -0.110, -0.139, -0.280, -0.113, -0.130, -0.257, -0.112, -0.120, -0.230, -0.133, -0.111, -0.297, -0.193, -0.053, -0.106, 0.149, 0.137, 0.149, 0.086, 0.153, 0.126, 0.134, 0.153, 0.148, 0.144, 0.138, 0.148, 0.134, 0.144, 0.152, 0.117, 0.083, 0.061, 0.094, 0.083, -0.087, -0.237, -0.155, 0.051, -0.759, 0.806, 0.096, -0.374, 0.091, -0.163, -0.003, -0.047, -0.037, -0.050, -0.024, 0.081, 0.075, 0.082, 0.091, 0.114, 0.138, 0.117, 0.141, 0.121, 0.123, 0.116, 0.118, 0.115, 0.115, -0.028, -0.243, -0.014, -0.074, -0.410, -0.075, -0.021, 1.006, -0.195, -0.606, 0.084, 0.093, 0.094, 0.126, 0.124, 0.112, 0.127, 0.069, 0.080, 0.062]}